Below is a 6-piece molecular cluster, H12O6 overall, with properties calculated with wB97M-V/def2-TZVPD.

charge	0
maximum force	0.68	eV Å⁻¹
relative energy (zero: lowest compared OMol25 entry of this formula, charge and spin)	28.3	kcal/mol
orbital gap	10.35	eV
multiplicity	1
SMILES	O.O.O.O.O.O
E	-12479.88823	eV

Last column: Mulliken charge in e.
Atoms and positions in Å:
O -4.14220 13.01389 13.53904  -0.73
H -3.96444 13.93819 13.71312  0.35
H -5.09129 12.96977 13.42287  0.34
O -2.37004 10.91864 16.58605  -0.66
H -3.01490 10.31039 16.22490  0.29
H -1.58532 10.77907 16.05598  0.31
O -1.44975 12.68022 18.82178  -0.61
H -0.82699 13.34317 18.52362  0.32
H -1.78623 12.28752 18.01630  0.31
O -7.25481 14.58464 17.55806  -0.66
H -7.73342 13.75613 17.58499  0.32
H -6.59367 14.45787 16.87758  0.32
O -4.42657 15.33876 17.95961  -0.67
H -4.23576 14.51102 17.51839  0.42
H -5.29887 15.21564 18.33399  0.35
O -4.11912 13.09798 16.37552  -0.73
H -3.47660 12.49395 16.74775  0.35
H -4.16727 12.85697 15.45041  0.37

***

Below is one molecule with the formula C2H3NOS in a non-equilibrium geometry, with properties calculated with wB97M-V/def2-TZVPD.

charge	0
maximum force	2.54	eV Å⁻¹
relative energy (zero: lowest compared OMol25 entry of this formula, charge and spin)	2.8	kcal/mol
orbital gap	9.10	eV
multiplicity	1
SMILES	O=CNC=S
E	-16495.07858	eV

Last column: Mulliken charge in e.
Atoms and positions in Å:
C -1.23655 -0.35859 0.21352  0.13
C 1.11922 0.10163 -0.40272  0.04
H -1.11740 -1.23340 -0.41652  0.27
H 0.00032 1.03888 1.06258  0.27
H 0.90034 -0.57755 -1.20995  0.20
N 0.00299 0.32042 0.34659  -0.13
O -2.23094 0.00439 0.73396  -0.46
S 2.56202 0.70423 -0.32746  -0.32

***

Below is one molecule with the formula C5H6N2O in a non-equilibrium geometry, with properties calculated with wB97M-V/def2-TZVPD.

charge	0
maximum force	4.44	eV Å⁻¹
relative energy (zero: lowest compared OMol25 entry of this formula, charge and spin)	70.5	kcal/mol
orbital gap (alpha / beta)	8.24 / 8.22	eV
multiplicity	1
E	-10306.54629	eV

Last column: Mulliken charge in e.
Atoms and positions in Å:
C 1.79397 1.28444 1.40430  0.37
C -1.38257 -0.03565 -0.31572  0.79
C 1.25902 -0.21576 -0.58372  -0.37
C 1.31140 1.13513 0.07611  -0.53
C -0.10310 -0.62877 0.05372  -0.78
N 2.33013 1.27982 2.42913  -0.41
N -2.27200 -1.01918 -0.57052  -0.34
O -1.61862 1.16039 -0.39596  -0.61
H 1.12227 -0.11336 -1.60718  0.27
H 2.15527 -0.85968 -0.35366  0.31
H 0.52809 1.75786 -0.13844  0.43
H 0.03086 -0.99403 1.00499  0.47
H -1.97371 -1.89845 -0.32045  0.19
H -3.18102 -0.85277 -0.68260  0.21